[1]
87
Properties=species:S:1:pos:R:3 method="wB97M-V/def2-TZVPD" total_energy_ev=-73367.1558 orbital_gap_ev=6.3 charge=-1 e_above_lowest_kj_mol=169.5
C 1.29557 0.18532 -0.48073
O 2.42932 0.59817 -0.80214
O 1.23835 -1.17872 -0.21824
O 0.25596 0.86399 -0.53750
H 1.98710 -1.31613 -0.68917
C 2.92006 3.81445 2.60105
C 3.55487 3.87272 3.95140
C 3.99858 2.46197 4.62701
C 3.81297 1.22947 3.76583
C 3.17173 1.32087 2.39751
C 2.91083 2.73237 1.88089
N 4.23259 -0.10316 4.38097
O 4.47431 -1.10725 3.68817
O 4.34454 -0.04434 5.61400
H 2.62958 4.77141 2.32331
H 3.43864 4.74224 4.74416
H 4.47245 2.48658 5.37669
H 3.04621 0.44613 1.75362
H 2.53031 2.53698 0.79824
C -0.51469 -5.65081 0.07802
C -1.61975 -6.79661 -0.06664
C -2.73932 -6.67954 -1.02130
C -2.95713 -5.27637 -1.76360
C -1.79833 -4.30688 -1.74531
C -0.56035 -4.47192 -0.65315
N -4.14284 -4.94283 -2.59217
O -4.98173 -5.89844 -2.73612
O -4.45381 -3.81299 -2.84409
H 0.00518 -5.74649 0.88640
H -1.65064 -7.46816 0.79987
H -3.22806 -7.53348 -1.35944
H -1.79808 -3.33592 -2.23011
H 0.22960 -3.85911 -0.71173
C -0.72957 -4.27576 -4.82452
C 0.05106 -3.05010 -4.34268
C 1.43829 -3.31216 -3.64105
C 1.55581 -4.61425 -2.95439
C 0.74518 -5.81740 -3.52785
C -0.36276 -5.58326 -4.45078
N 2.65960 -4.80373 -2.04535
O 3.46920 -5.85449 -2.20359
O 2.91377 -3.89261 -1.23588
H -1.67894 -4.16860 -5.30358
H -0.12610 -2.07365 -4.71561
H 2.22855 -2.56490 -3.39286
H 1.21638 -6.62555 -3.15733
H -1.14273 -6.41554 -4.88474
C 3.51408 5.02766 -2.25201
C 3.12870 6.40908 -2.41626
C 1.62731 6.85926 -2.36267
C 0.64625 5.79212 -2.15329
C 1.04064 4.41358 -1.90522
C 2.57474 4.00493 -1.99931
N -0.76115 6.12945 -2.16035
O -1.60920 5.21659 -1.70120
O -1.09417 7.19442 -2.40539
H 4.57000 4.81759 -2.27863
H 4.02060 7.24810 -2.36144
H 1.36373 7.90690 -2.61335
H 0.24766 3.56369 -1.61689
H 2.97521 2.90074 -1.85895
C -3.24996 1.77594 0.49138
C -2.23027 2.85364 0.70474
C -2.76833 4.26472 1.15661
C -4.22387 4.65812 0.90049
C -5.24664 3.41891 0.95112
C -4.64017 2.12611 0.56807
N -4.64807 6.03096 1.18271
O -5.94308 6.31941 1.09783
O -3.80546 6.85640 1.34465
H -3.18504 0.89191 0.34247
H -1.15930 2.84783 0.91837
H -2.05913 5.18543 1.29618
H -6.26584 3.66609 1.23905
H -5.41650 1.29974 0.24913
C -0.49764 -1.85767 4.76694
O -0.78010 -2.92564 5.25248
N -0.39536 -1.64374 3.47412
C -0.38095 -0.32075 2.81403
C -0.46925 -2.74011 2.49162
H -0.62861 -1.02075 5.54250
H 0.12554 0.44120 3.57046
H -1.46144 0.19840 2.56796
H 0.22320 -0.19247 1.97996
H 0.44521 -2.93411 1.95340
H -1.48691 -2.53927 1.72655
H -0.86818 -3.62594 2.96667

---

[2]
10
Properties=species:S:1:pos:R:3 method="wB97M-V/def2-TZVPD" total_energy_ev=-86575.5926 orbital_gap_ev=10.0 charge=0 e_above_lowest_kj_mol=111.4
C 0.84663 -0.07228 1.17662
O -1.18180 0.71819 -2.10791
O 0.91326 0.36938 -0.16092
O -1.85794 -0.41461 0.04436
P -0.89259 -0.52902 -1.07686
Br 0.29535 -2.01207 1.49459
H 0.08072 0.50409 1.79383
H 1.82586 -0.04934 1.54653
H -1.68609 1.46745 -2.01919
H 1.65661 0.01821 -0.69104

---

[3]
63
Properties=species:S:1:pos:R:3 method="wB97M-V/def2-TZVPD" total_energy_ev=-42054.2830 orbital_gap_ev=7.1 charge=+3
Ta -0.26115 -0.72973 0.30718
C 1.60089 -4.22383 2.18543
C 1.24449 -2.85039 2.63579
C 1.46278 -2.36495 3.99409
C 1.05125 -1.13214 4.44633
C 0.45327 -0.27961 3.54419
C 0.29223 -0.75948 2.23790
N 0.65671 -1.99726 1.79795
Sb -1.89401 1.39132 0.40941
C 1.03673 0.83893 -1.78575
C 1.67735 1.06016 -3.00310
C 2.64880 0.22867 -3.52234
C 2.96446 -0.88814 -2.78874
C 2.27623 -1.12867 -1.59119
C 2.60034 -2.41237 -0.87857
N 1.33104 -0.27507 -1.04853
C -2.10950 -1.07715 -0.79469
C -3.34689 -1.01078 -1.33382
C -4.03072 -2.17581 -1.62784
C -3.34960 -3.38953 -1.60385
C -2.05426 -3.40983 -1.10211
C -1.25162 -4.62931 -1.23642
N -1.49726 -2.26260 -0.56038
H 2.19409 -4.65682 2.98930
H 2.11972 -4.20732 1.24977
H 0.65554 -4.78349 2.08448
H 1.95698 -2.95122 4.67553
H 1.17924 -1.00966 5.56641
H 0.17883 0.73319 3.72698
H 1.33475 1.95060 -3.51593
H 3.24367 0.57279 -4.34384
H 3.68392 -1.59712 -3.07122
H 3.31153 -2.20501 -0.04304
H 3.06532 -3.13970 -1.60566
H 1.66505 -2.91671 -0.57982
H -3.79103 -0.03289 -1.49904
H -5.01357 -2.07712 -2.01262
H -3.82838 -4.28787 -1.99874
H -0.32443 -4.41809 -1.70065
H -1.79047 -5.27815 -1.84493
H -1.09745 -5.11786 -0.22375
C 1.62113 2.72123 0.44117
C 0.55869 3.01592 -0.52301
C 1.08383 4.12921 -1.44711
C -0.09942 1.75899 -1.21135
C -0.65996 3.56757 0.20758
C -0.71583 3.48465 1.61516
C -1.96753 3.77975 2.23981
C -3.02150 4.35785 1.56454
C -2.92706 4.55765 0.19388
C -1.78328 4.15176 -0.43196
H 2.58694 2.52056 -0.01975
H 1.53713 1.82835 1.06586
H 1.76531 3.53678 1.12281
H 2.05358 3.79763 -1.81543
H 1.18137 5.08735 -0.90219
H 0.44905 4.29263 -2.28909
H -0.58046 2.02693 -2.10816
H 0.11375 3.15202 2.21218
H -2.07872 3.48497 3.26161
H -3.82714 4.44790 2.18305
H -3.78927 4.98982 -0.31622
H -1.74546 4.21049 -1.57752